Entry 1:
A 6-piece molecular cluster, C36H66Br12F4N2O5P overall at a distorted geometry, computed with ωB97M-V/def2-TZVPD.

The geometry in XYZ format:
```
126
Properties=species:S:1:pos:R:3:forces:R:3:lowdin_charge:R:1
C 1.6695 -6.4217 4.6694 -0.32 0.71 -0.02 -0.065
C 1.6435 -6.2049 3.1733 1.13 -0.22 0.34 -0.252
O 0.9583 -4.9793 2.8097 -0.55 0.31 0.10 -0.247
P -0.6451 -5.0652 2.7299 -1.44 -1.82 -0.12 0.503
O -1.1490 -6.4023 3.0737 0.37 -0.13 0.04 -0.258
C -1.1012 -4.7075 1.0015 0.17 1.22 0.40 -0.154
C -1.5414 -3.2460 0.7075 0.47 -0.24 0.35 -0.177
C -0.8268 -2.5562 -0.4349 -1.25 0.47 0.04 -0.159
C -1.4730 -1.2963 -1.0519 0.03 0.48 -0.34 -0.178
C -2.9657 -1.3015 -1.4001 0.01 -0.46 0.69 -0.080
C -3.9852 -1.1818 -0.2906 0.17 0.28 0.85 -0.356
O -3.7399 -1.1721 0.8982 0.07 0.10 -0.89 -0.015
C -0.8284 -0.0599 -0.3723 0.55 -0.71 0.31 -0.321
C -1.0722 0.0900 1.1372 -0.19 0.27 -0.17 -0.008
C -1.1391 1.2123 -1.1723 0.05 0.63 0.30 -0.077
C -1.2662 2.5328 -0.3855 0.05 -0.10 -0.80 -0.184
C -2.6661 2.8172 0.1564 0.17 0.78 0.80 -0.795
F -3.5229 1.7747 0.0120 0.08 -0.12 -0.12 -0.020
Br -2.5694 3.2788 2.0660 -0.08 -0.15 -0.18 0.830
C -3.3058 4.0403 -0.5586 -0.57 -0.46 -0.10 -0.949
F -2.6183 5.1633 -0.2888 -0.14 -0.35 -0.30 0.016
F -3.2645 3.7969 -1.8936 0.24 0.26 0.32 0.018
Br -5.1800 4.2593 -0.0994 0.30 0.17 0.00 0.840
C 0.6736 -0.5441 -0.4189 -0.65 1.67 0.01 -0.181
C 1.5204 -0.1856 -1.6392 0.07 -0.34 -0.02 -0.092
C 2.5186 0.9594 -1.3621 0.16 -0.92 -0.70 -0.182
N 3.6487 0.7822 -2.2868 -0.34 1.07 0.07 -0.091
C 4.9176 0.5539 -1.5970 0.73 0.33 0.25 -0.204
C 5.4730 1.7536 -0.8031 0.02 0.09 -0.40 -0.066
C 3.7511 1.8117 -3.3001 0.43 -0.61 -2.02 -0.424
C 3.6391 3.2883 -2.9656 -0.13 -0.43 0.26 -0.011
O 3.9716 1.4749 -4.4555 -0.17 0.37 1.69 0.099
N 0.5786 -2.0274 -0.1784 1.07 -0.92 -1.10 0.029
C 1.3721 -2.6081 0.9503 0.11 0.24 -0.30 -0.051
C 2.8166 -2.1586 0.9061 0.11 -0.45 1.05 -0.353
C 3.5852 -2.8833 2.0001 -0.26 0.09 -0.56 0.004
F 3.3320 -2.5479 -0.3238 -0.04 0.33 -0.31 0.011
O -1.3347 -3.9590 3.6583 1.42 0.41 -0.65 -0.183
C -0.6678 -3.5593 4.8678 -0.54 0.90 0.76 -0.235
C 0.4470 -2.5417 4.6701 0.52 -0.54 0.00 -0.062
H 2.4396 -7.1321 4.9504 -0.08 -0.27 -0.02 0.086
H 1.9330 -5.4674 5.1298 0.13 0.01 0.12 0.073
H 0.6916 -6.6988 5.0506 -0.03 -0.31 0.02 0.076
H 2.6753 -6.0507 2.8599 0.01 0.17 -0.24 0.109
H 1.2759 -7.0666 2.6277 -0.43 0.08 -0.06 0.118
H -1.9331 -5.3731 0.7957 -0.01 -0.22 0.05 0.090
H -0.2466 -5.0100 0.3977 -0.03 -0.19 -0.11 0.094
H -1.5462 -2.6662 1.6252 -0.04 0.13 -0.02 0.095
H -2.5740 -3.2938 0.4016 -0.20 0.06 -0.05 0.016
H -0.7959 -3.2875 -1.2423 0.53 -0.13 0.00 0.167
H -1.0038 -1.2722 -2.0455 -0.08 0.10 -0.14 0.154
H -3.1902 -2.2386 -1.9204 -0.16 -0.06 -0.08 0.118
H -3.2011 -0.5219 -2.1219 0.06 0.09 -0.11 0.122
H -5.0370 -1.1064 -0.6174 0.09 0.07 -0.20 0.107
H -0.3822 0.8227 1.5546 0.08 0.15 -0.08 0.089
H -2.0721 0.4217 1.3806 -0.14 -0.27 0.10 0.057
H -0.8503 -0.8415 1.6485 -0.24 -0.07 0.14 0.071
H -0.3815 1.4116 -1.9258 0.11 -0.20 -0.08 0.112
H -2.0659 1.1153 -1.7284 -0.05 -0.26 -0.09 0.113
H -1.0568 3.3190 -1.1118 0.05 0.14 0.03 0.103
H -0.5031 2.6490 0.3692 -0.06 -0.09 0.27 0.023
H 1.1605 -0.0454 0.4132 0.10 -0.49 0.41 0.132
H 2.1460 -1.0128 -1.9768 -0.03 -0.23 0.17 0.121
H 0.8949 0.0582 -2.4959 -0.02 0.02 -0.12 0.120
H 2.0052 1.9090 -1.4993 0.14 0.22 0.22 0.074
H 2.9165 0.8564 -0.3527 -0.26 0.30 0.26 0.107
H 4.8181 -0.2925 -0.9189 -0.29 -0.19 -0.11 0.101
H 5.6741 0.2779 -2.3271 -0.12 -0.24 -0.21 0.124
H 4.6807 2.4006 -0.4321 -0.05 -0.07 0.35 0.046
H 6.1158 1.4229 0.0078 -0.08 -0.03 0.20 0.076
H 6.0969 2.3865 -1.4321 -0.01 0.05 -0.14 0.076
H 3.3070 3.4684 -1.9498 -0.07 0.19 0.00 -0.007
H 2.9915 3.7742 -3.6880 -0.14 0.04 -0.02 0.094
H 4.6234 3.7367 -3.0762 0.16 -0.05 -0.03 0.090
H 1.0808 -2.4063 -0.9845 0.18 0.08 0.03 0.168
H 0.9255 -2.3672 1.9064 -0.18 -0.03 0.01 0.113
H 1.4029 -3.6785 0.7824 -0.30 -0.14 0.23 0.127
H 2.9208 -1.0858 1.0637 0.10 0.16 -0.49 0.140
H 3.4692 -3.9507 1.8312 0.00 -0.14 0.25 0.082
H 4.6398 -2.6406 1.9349 0.10 0.14 0.10 0.095
H 3.1738 -2.5925 2.9624 0.12 -0.11 0.20 0.087
H -1.4358 -3.0842 5.4718 -0.29 -0.09 -0.12 0.122
H -0.3342 -4.4119 5.4533 0.10 -0.28 -0.23 0.112
H 0.5240 -1.8606 5.5127 -0.19 0.05 0.11 0.086
H 1.4003 -3.0644 4.6127 0.14 0.11 -0.22 0.055
H 0.3150 -1.9499 3.7677 -0.21 0.10 0.00 0.057
Br -0.9746 6.0732 -3.2440 0.10 0.05 -0.02 0.628
C -1.8856 7.5731 -2.3960 0.07 -0.20 0.16 -0.680
C -3.3777 7.4900 -2.5762 -0.10 0.21 -0.15 -0.705
Br -3.9114 7.9961 -4.3746 0.01 -0.08 0.02 0.635
H -1.4571 8.4759 -2.8179 -0.05 0.01 -0.05 0.053
H -1.6263 7.5081 -1.3412 -0.05 -0.01 0.01 0.048
H -3.8780 8.1946 -1.9154 0.04 0.00 0.04 0.065
H -3.7662 6.4923 -2.4025 0.03 -0.02 0.02 0.023
Br -5.0757 -3.7650 0.4841 -0.34 -0.48 0.04 0.829
C -6.0276 -5.4464 0.2099 -0.10 0.14 -0.08 -0.659
C -6.4387 -6.0412 1.5275 0.17 -0.27 0.10 -0.686
Br -4.9066 -6.8319 2.4313 0.00 0.11 0.03 0.641
H -5.3670 -6.0949 -0.3559 0.00 -0.03 0.01 0.050
H -6.8943 -5.1997 -0.3987 -0.02 0.01 0.03 -0.002
H -7.1478 -6.8514 1.3749 0.00 0.01 -0.06 0.063
H -6.8650 -5.3095 2.2060 -0.02 0.03 -0.03 0.052
Br 1.9481 3.9814 0.4665 0.14 -0.05 0.13 0.730
C 2.0777 5.8297 1.0664 -0.26 0.03 0.10 -0.641
C 1.9959 6.7772 -0.0977 0.23 0.22 -0.14 -0.685
Br 3.6646 6.8201 -1.0934 -0.05 -0.09 -0.05 0.622
H 3.0051 5.9161 1.6227 0.05 0.00 -0.06 0.053
H 1.2363 5.9725 1.7413 -0.02 -0.01 -0.03 0.063
H 1.8408 7.7955 0.2526 -0.02 -0.03 0.08 0.064
H 1.2137 6.5158 -0.8058 -0.03 -0.05 0.05 0.021
Br -5.2100 -4.6510 -3.6592 -0.02 -0.03 0.02 0.604
C -6.8509 -3.8284 -4.3133 0.19 0.12 0.05 -0.679
C -7.8355 -3.5894 -3.2004 -0.20 -0.11 -0.03 -0.684
Br -8.7140 -5.2355 -2.6502 0.05 0.03 0.04 0.647
H -7.2389 -4.4814 -5.0876 -0.04 -0.02 0.02 0.054
H -6.5419 -2.8847 -4.7567 -0.03 0.02 0.01 0.059
H -8.6359 -2.9345 -3.5370 0.02 0.01 -0.04 0.061
H -7.3715 -3.1679 -2.3136 0.05 0.02 -0.02 0.040
Br 7.0463 5.9455 1.2405 0.03 -0.06 -0.05 0.582
C 8.3970 6.8633 0.1787 -0.09 0.05 0.21 -0.689
C 7.7768 7.7298 -0.8840 0.06 -0.05 -0.18 -0.686
Br 7.1150 6.6691 -2.3739 -0.07 0.00 0.00 0.587
H 9.0449 6.0964 -0.2317 0.00 0.01 -0.04 0.050
H 8.9558 7.4706 0.8869 -0.01 0.03 -0.02 0.059
H 8.5210 8.3971 -1.3125 0.03 -0.02 0.02 0.060
H 6.9379 8.3120 -0.5169 0.00 -0.02 0.05 0.047
```
Positions in Å, forces in eV/Å.

M   1672.75 g mol⁻¹
HOMO   -11.27 eV
Net charge   +1
Energy above the lowest of the compared OMol25 structures with the same formula, charge and spin   0.0 kcal per mole

=====

Entry 2:
A 12-piece molecular cluster, C38H107N7O17 overall at a distorted geometry, computed with ωB97M-V/def2-TZVPD.

The geometry in XYZ format:
```
169
Properties=species:S:1:pos:R:3:forces:R:3:lowdin_charge:R:1
C -8.5260 4.0985 19.5906 -0.55 -0.73 0.90 -0.120
O -8.2563 5.0253 18.6065 0.76 0.21 -1.13 -0.189
C -7.8074 6.2516 19.0754 0.20 1.56 -1.70 -0.216
C -7.6597 7.2116 17.8528 -0.26 -2.32 0.27 -0.450
C -6.7007 6.6128 16.8328 0.37 0.62 -0.72 -0.048
N -7.3375 8.5339 18.3099 -0.43 0.77 0.49 0.036
H -7.7535 4.0559 20.3584 -0.10 0.39 0.31 0.074
H -8.5531 3.0751 19.2164 -0.11 0.12 -0.59 0.085
H -9.5236 4.3569 19.9456 -0.06 -0.36 0.82 0.095
H -8.5199 6.8129 19.6798 -0.30 -0.59 0.78 0.122
H -6.8192 6.2479 19.5355 0.07 -0.53 0.52 0.128
H -8.6660 7.2998 17.4431 -0.04 -0.13 -0.30 0.131
H -5.7540 7.1301 16.9886 0.28 -0.18 -0.26 0.075
H -7.0192 6.7776 15.8034 -0.01 0.60 -0.05 0.070
H -6.5300 5.5366 16.8042 -0.22 -0.05 0.91 0.054
H -8.0953 8.6606 18.9655 -0.59 1.01 -0.02 0.062
H -6.5880 8.5881 18.9848 0.97 -0.48 -0.29 0.071
C -3.6211 3.0168 12.2063 0.25 0.25 0.34 -0.048
O -3.1881 3.1983 13.5749 0.68 -0.60 -2.68 -0.206
C -4.3114 3.3353 14.3390 -0.98 0.31 3.18 -0.222
C -4.8608 2.0144 15.0562 0.89 -0.12 0.04 -0.332
C -5.4797 2.1589 16.4530 -1.12 1.69 -0.70 -0.030
N -3.8270 1.0530 15.3748 2.30 -0.31 -0.67 0.016
H -4.2050 3.8861 11.9038 -0.54 -0.08 0.15 0.085
H -4.1990 2.0926 12.2096 -0.07 0.04 -0.70 0.078
H -2.8173 3.0401 11.4704 0.47 -0.60 0.50 0.081
H -3.9623 4.0964 15.0368 -0.37 -0.29 1.11 0.116
H -5.1428 3.8643 13.8732 -0.17 -0.32 -0.60 0.124
H -5.3445 1.3665 14.3252 -1.75 1.19 -0.21 0.129
H -4.7152 2.0980 17.2275 0.03 -0.33 -0.22 0.070
H -6.2859 1.4418 16.6075 0.12 -0.01 0.18 0.066
H -5.8781 3.1657 16.5783 -0.56 0.07 0.06 0.057
H -4.2318 0.1422 15.2114 0.32 -0.42 0.28 0.059
H -3.1112 1.1512 14.6690 0.56 -0.21 -0.30 0.084
C -12.2963 6.1412 15.2785 0.60 -0.62 0.17 -0.088
O -11.9127 4.8991 15.8701 -0.54 0.39 0.14 -0.236
C -10.6016 4.4253 15.5786 -1.34 0.12 0.59 -0.185
C -10.4288 3.1216 16.3643 1.22 -0.95 -0.67 -0.391
C -9.1448 2.3944 15.8473 -0.73 -0.54 -0.24 -0.052
N -11.6459 2.2713 16.3670 0.78 0.79 0.14 0.050
H -12.0579 6.9720 15.9426 -0.48 0.05 0.34 0.083
H -13.3517 6.0189 15.0352 0.05 0.52 0.12 0.090
H -11.7277 6.3879 14.3819 0.00 -0.43 -0.39 0.081
H -10.6304 4.2518 14.5029 0.91 0.07 -0.24 0.131
H -9.9267 5.1822 15.9784 0.69 -0.08 -0.61 0.122
H -10.2384 3.3964 17.4018 -0.11 0.01 0.07 0.113
H -9.2423 1.9633 14.8509 -0.44 0.71 -0.64 0.067
H -8.9310 1.4387 16.3257 0.03 0.30 1.05 0.051
H -8.2548 3.0237 15.8418 -0.11 0.05 0.22 0.063
H -11.8618 1.9145 15.4471 0.36 -0.19 -0.43 0.065
H -12.3297 3.0076 16.4687 -0.84 -0.21 0.39 0.050
C -4.5699 -0.6871 11.2202 0.20 -0.14 -1.70 -0.093
O -5.2169 -1.9389 10.9044 0.07 1.35 1.89 -0.182
C -5.4957 -2.1257 9.5564 -0.69 0.17 -0.48 -0.222
C -6.4774 -1.0986 8.9073 -1.88 -0.01 -0.93 -0.384
C -7.9312 -1.1498 9.5073 0.89 -0.52 1.33 -0.056
N -6.7527 -1.3134 7.4683 0.55 -0.34 -0.06 0.011
H -5.1510 0.2223 11.0670 -1.00 -0.20 0.37 0.066
H -3.8335 -0.5336 10.4314 0.80 -0.12 0.28 0.075
H -4.1053 -0.6381 12.2050 -0.16 -0.65 -0.10 0.081
H -4.5614 -2.1910 8.9988 0.25 0.37 -0.40 0.116
H -5.9101 -3.1336 9.5303 -0.36 0.00 -0.26 0.128
H -6.1043 -0.0750 8.9390 0.23 -0.05 0.43 0.123
H -7.8496 -1.1960 10.5933 -0.01 -0.10 0.23 0.059
H -8.4374 -2.0716 9.2206 0.24 -0.22 -0.15 0.072
H -8.6722 -0.3709 9.3276 0.70 0.43 -0.62 0.072
H -5.9564 -1.2227 6.8537 0.39 0.22 0.15 0.060
H -7.0758 -2.2581 7.3156 -0.28 -0.19 0.08 0.062
C -1.1994 3.7732 16.2832 1.46 -0.37 -0.85 -0.058
O 0.2639 3.7577 16.1038 -0.58 -0.16 -0.47 -0.217
C 0.7312 3.5568 14.7059 -0.62 -0.52 1.49 -0.159
C 2.2361 3.7452 14.6759 0.10 -0.36 -0.68 -0.395
C 2.7743 3.9598 13.2405 -0.44 -0.20 0.45 -0.061
N 3.0298 2.6309 15.2960 -0.16 1.22 0.44 0.056
H -1.5231 3.6433 17.3159 0.73 0.38 0.29 0.085
H -1.5970 2.8811 15.7993 -0.37 0.26 -0.56 0.065
H -1.5526 4.7228 15.8812 -0.44 -0.21 -0.13 0.081
H 0.4980 2.5336 14.4112 -0.15 -0.26 -0.04 0.114
H 0.2015 4.1978 14.0012 -0.05 0.42 0.15 0.103
H 2.4213 4.7059 15.1563 0.24 -0.25 0.66 0.134
H 2.1899 4.6605 12.6442 -0.11 -0.02 0.20 0.030
H 2.7553 3.0095 12.7069 0.48 0.09 -0.01 0.065
H 3.7582 4.4068 13.3824 0.20 -0.47 -0.43 0.081
H 2.5678 1.7344 15.3511 -0.63 -0.07 -0.70 0.052
H 3.1247 2.8222 16.2832 0.22 0.35 0.21 0.062
C -2.1439 6.8392 13.3168 0.66 0.31 -0.08 -0.074
O -1.7747 7.0879 11.9660 -1.12 -1.18 0.57 -0.219
C -0.9981 6.0252 11.4261 0.86 1.51 -0.58 -0.168
C 0.4363 6.5560 11.3956 1.17 -2.14 -0.97 -0.466
C 1.1234 7.0230 12.6356 -0.70 0.56 0.86 -0.076
N 0.8106 7.4872 10.3631 -1.00 -0.01 -0.99 0.049
H -2.8190 7.6170 13.6738 0.00 0.06 -0.19 0.092
H -1.2067 6.8974 13.8704 -0.20 -0.21 0.67 0.077
H -2.6107 5.8626 13.4450 -0.04 -0.12 -0.02 0.076
H -0.9264 5.0164 11.8325 -0.60 0.23 1.60 0.110
H -1.4683 5.7483 10.4826 0.52 0.64 -0.73 0.126
H 0.9994 5.6374 11.2309 0.23 -0.42 -0.73 0.106
H 2.1182 7.3092 12.2942 0.40 -0.69 0.58 0.084
H 1.1042 6.2269 13.3800 0.32 0.53 0.45 0.062
H 0.7384 7.9880 12.9652 -0.47 -0.14 0.53 0.091
H 0.1017 8.2066 10.3670 0.14 0.52 -0.20 0.072
H 1.6894 7.8761 10.6740 -0.10 0.49 -0.53 0.059
C -6.3925 6.1291 7.5973 0.24 0.15 -0.86 -0.134
O -5.9019 6.2132 8.8898 -0.39 -0.57 1.65 -0.183
C -5.0819 7.3486 9.0887 -0.82 -0.07 -0.78 -0.225
C -4.5547 7.4713 10.4893 -1.76 0.11 1.89 -0.420
C -5.8066 7.7760 11.4457 0.59 -0.14 -0.52 -0.036
N -3.7157 8.6254 10.5661 0.37 1.12 -0.63 0.040
H -7.1213 5.3355 7.4323 0.28 -0.33 0.61 0.089
H -5.5233 5.9620 6.9611 -0.12 -0.01 -0.67 0.086
H -6.9202 7.0261 7.2732 0.13 0.46 0.04 0.087
H -4.3064 7.2940 8.3247 0.49 0.35 -0.01 0.125
H -5.7188 8.2189 8.9305 0.23 0.43 -0.37 0.122
H -4.1034 6.5257 10.7897 0.31 -0.19 0.13 0.114
H -5.6018 8.3172 12.3695 0.79 -0.10 0.03 0.061
H -6.3668 6.8963 11.7622 -0.03 -0.13 -0.43 0.065
H -6.4454 8.4793 10.9114 -0.25 -0.23 -0.15 0.070
H -2.9810 8.6630 9.8741 0.02 -0.25 -0.08 0.074
H -3.2847 8.8306 11.4562 -0.28 -0.45 0.03 0.066
O -9.3518 -2.6277 13.5966 1.98 0.62 0.38 -0.072
C -8.4780 -1.5915 14.1620 -1.57 0.80 1.02 -0.181
C -8.4130 -1.6604 15.7382 2.10 -1.17 -1.91 -0.272
O -9.6363 -1.9441 16.2830 -1.32 0.10 0.79 -0.035
H -10.1257 -2.6740 14.1628 -0.06 0.13 0.31 0.065
H -7.4615 -1.5202 13.7750 -0.09 -0.98 -0.36 0.108
H -8.9346 -0.6486 13.8612 -0.10 0.34 0.11 0.094
H -7.8447 -0.8849 16.2518 -0.41 0.90 -0.42 0.105
H -7.7265 -2.4837 15.9358 -0.29 -0.62 0.04 0.084
H -9.9511 -1.1660 16.7488 -0.30 0.02 0.00 0.096
O -5.2927 3.9105 20.8525 -1.19 0.11 -0.80 -0.092
C -4.5487 2.9466 21.5509 1.65 -0.14 -1.06 -0.218
C -3.9126 1.8652 20.5800 -2.11 1.31 -0.48 -0.208
O -2.9760 2.5104 19.6978 0.16 -0.07 1.66 -0.092
H -4.7286 4.2350 20.1467 0.08 0.07 -0.18 0.079
H -3.7449 3.5757 21.9333 0.54 -0.80 0.89 0.112
H -5.1937 2.5537 22.3368 0.25 -0.25 -0.12 0.119
H -4.6942 1.5774 19.8768 -0.74 -0.20 0.28 0.099
H -3.6900 0.9234 21.0815 1.12 0.26 0.23 0.112
H -2.6693 1.8236 19.1012 0.23 -0.37 -0.66 0.026
O 0.4764 0.8742 16.6616 -0.13 -0.30 0.51 -0.089
C -0.0353 0.1888 17.8220 -0.53 -1.20 -2.07 -0.160
C -1.4533 -0.3980 17.4410 -0.29 -0.38 0.97 -0.229
O -2.4476 0.5365 17.6399 -0.59 2.41 1.55 -0.130
H 0.0736 1.7451 16.6318 0.17 0.43 -0.03 0.028
H 0.6671 -0.6346 17.9520 -0.07 -0.06 0.31 0.110
H -0.0001 0.8502 18.6877 -0.51 -0.17 0.12 0.121
H -1.9353 -1.1672 18.0443 1.72 -1.05 0.66 0.096
H -1.5767 -0.7999 16.4353 1.03 0.18 -0.39 0.116
H -2.9508 0.7936 16.8639 -0.41 0.23 -1.27 0.006
O -4.3561 -4.2828 17.1421 0.46 -1.11 0.11 -0.037
C -5.3363 -3.2846 17.1802 -1.15 -1.00 0.61 -0.283
C -4.6071 -2.0194 17.1710 -1.83 2.05 -1.24 -0.234
O -4.2556 -1.7586 15.8186 1.62 -0.47 -0.07 -0.079
H -4.7485 -5.0092 16.6522 0.35 -0.31 0.12 0.095
H -5.9992 -3.4972 16.3414 -0.01 0.95 -0.32 0.112
H -6.0070 -3.3170 18.0388 0.18 -0.38 0.63 0.125
H -3.7982 -2.0086 17.9015 0.07 0.09 -0.17 0.118
H -5.2995 -1.1847 17.2806 -0.05 0.03 1.18 0.121
H -3.6048 -2.4472 15.6644 0.29 -0.11 -0.84 0.092
O -1.2400 -0.5892 11.2361 -1.34 -0.67 0.40 -0.058
C -0.4224 0.3642 11.8399 0.11 0.73 -0.11 -0.259
C 0.0021 1.2863 10.7499 0.53 -1.88 -0.52 -0.309
O 0.8686 2.2302 11.2333 0.47 1.63 0.02 -0.043
H -0.7430 -1.0563 10.5605 0.14 -0.02 0.01 0.092
H -0.9328 1.0229 12.5426 -0.56 -0.73 0.50 0.118
H 0.4348 -0.1210 12.3067 0.15 0.30 0.25 0.133
H -0.8386 1.6926 10.1875 -0.25 0.03 0.14 0.128
H 0.5696 0.6048 10.1161 0.02 0.02 -0.96 0.122
H 1.0123 2.7592 10.4452 0.68 0.67 0.31 0.098
```
Positions in Å, forces in eV/Å.

M   934.31 g mol⁻¹
HOMO   -9.01 eV
Energy above the lowest of the compared OMol25 structures with the same formula, charge and spin   144.9 kcal per mole
SMILES string   COC[C@H](C)N.COC[C@H](C)N.COC[C@H](C)N.COC[C@H](C)N.COC[C@H](C)N.COC[C@H](C)N.COC[C@H](C)N.OCCO.OCCO.OCCO.OCCO.OCCO